Entry from the OMol25 dataset: a 10-piece molecular cluster, C69H151N7O13 overall (wB97M-V/def2-TZVPD).

Geometry as XYZ:
```
240
Properties=species:S:1:pos:R:3:mulliken_charge:R:1
C -5.767 -0.758 -4.121 -0.758
C -4.500 -0.904 -3.272 0.266
O -4.161 -2.248 -3.056 -0.187
O -5.505 -1.101 -5.481 -0.624
H -6.098 0.285 -4.157 0.380
H -6.611 -1.333 -3.721 0.255
H -4.702 -0.303 -2.380 0.341
H -3.716 -0.390 -3.840 0.105
H -4.223 -2.416 -2.099 0.190
H -4.846 -1.806 -5.450 0.425
C -5.025 -4.149 0.296 -0.614
C -4.860 -5.578 -0.156 -0.427
O -3.716 -6.111 0.493 -0.479
O -4.190 -3.217 -0.424 -0.516
H -4.778 -3.964 1.342 0.325
H -6.038 -3.830 0.044 0.387
H -4.824 -5.585 -1.250 0.250
H -5.741 -6.133 0.191 0.411
H -3.587 -7.021 0.207 0.277
H -3.272 -3.456 -0.240 0.065
C 1.181 -3.975 0.411 1.267
C 2.361 -4.937 0.441 -0.474
O 2.014 -6.283 0.651 -0.578
O 0.235 -4.237 1.436 -0.546
H 0.702 -4.064 -0.572 -0.410
H 1.557 -2.953 0.469 -0.505
H 3.053 -4.597 1.228 0.370
H 2.946 -4.833 -0.482 0.180
H 2.723 -6.856 0.361 0.335
H 0.259 -5.171 1.667 0.361
C -2.255 -3.015 -5.532 -1.135
C -1.299 -3.676 -6.567 1.801
C -0.001 -2.901 -6.754 -1.935
C 0.894 -3.000 -5.483 1.059
C 1.123 -4.476 -5.137 -1.799
C -0.150 -5.355 -5.104 2.375
N -0.975 -5.060 -6.274 0.244
O -2.069 -5.929 -6.397 -0.525
C 0.373 -6.782 -5.167 -2.224
C -0.853 -5.195 -3.734 -1.540
C -1.981 -3.561 -7.944 -2.247
H -2.429 -1.985 -5.848 0.529
H -1.947 -3.064 -4.495 -0.345
H -3.195 -3.570 -5.612 0.527
H 0.635 -3.361 -7.511 0.428
H -0.240 -1.861 -6.970 0.509
H 0.489 -2.389 -4.667 -0.836
H 1.808 -2.447 -5.722 0.577
H 1.673 -4.471 -4.189 0.234
H 1.893 -4.888 -5.794 0.544
H -0.469 -7.481 -5.199 0.442
H 0.898 -6.967 -6.109 0.459
H 1.044 -7.104 -4.373 0.404
H -0.360 -5.846 -3.007 0.552
H -0.766 -4.176 -3.366 -0.014
H -1.861 -5.613 -3.778 0.252
H -2.102 -2.501 -8.170 0.410
H -2.983 -3.990 -7.893 0.358
H -1.380 -4.043 -8.712 0.486
H -2.725 -5.666 -5.726 0.404
C 6.660 4.614 4.781 -1.986
C 6.615 3.322 3.967 1.799
C 5.453 2.476 4.492 -1.709
C 5.065 1.309 3.563 0.031
C 4.785 1.834 2.166 -0.871
C 5.858 2.750 1.553 2.504
N 6.393 3.675 2.572 0.302
O 7.528 4.396 2.079 -0.547
C 6.987 1.906 0.997 -1.266
C 5.235 3.582 0.442 -1.938
C 7.927 2.583 4.240 -1.816
H 6.724 4.483 5.865 0.391
H 5.826 5.316 4.684 0.405
H 7.540 5.210 4.525 0.399
H 5.637 1.978 5.444 0.518
H 4.552 3.092 4.567 0.307
H 4.189 0.868 4.043 -0.184
H 5.856 0.557 3.604 0.303
H 3.787 2.285 2.112 0.303
H 4.631 1.003 1.468 0.095
H 7.740 2.463 0.433 0.510
H 7.563 1.250 1.653 0.206
H 6.668 1.197 0.218 -0.037
H 5.960 4.024 -0.247 0.536
H 4.547 3.071 -0.238 -0.114
H 4.612 4.378 0.858 0.469
H 8.041 2.304 5.289 0.457
H 8.795 3.133 3.876 0.365
H 8.015 1.609 3.747 0.341
H 7.073 5.131 1.649 0.371
C -0.006 0.238 6.352 -1.577
C 0.403 -1.206 6.076 2.158
C 1.816 -1.257 5.497 -0.572
C 2.877 -0.945 6.538 -0.638
C 2.797 -1.989 7.684 -1.517
C 1.355 -2.116 8.262 1.885
N 0.340 -2.156 7.176 0.033
O -0.975 -2.320 7.661 -0.420
C 1.350 -3.433 9.007 -2.030
C 1.002 -1.030 9.312 -1.834
C -0.492 -1.765 4.947 -2.176
H 0.653 0.711 7.090 0.211
H -0.943 0.339 6.913 0.278
H -0.013 0.877 5.472 0.301
H 2.009 -2.270 5.136 0.637
H 1.884 -0.542 4.676 -0.523
H 2.811 0.123 6.767 0.454
H 3.884 -1.015 6.111 0.433
H 3.415 -1.444 8.405 0.457
H 3.304 -2.903 7.392 0.382
H 2.229 -3.561 9.652 0.419
H 0.494 -3.629 9.660 0.359
H 1.440 -4.390 8.479 0.450
H -0.046 -1.100 9.600 0.426
H 1.599 -1.116 10.221 0.452
H 1.234 -0.037 8.924 0.350
H -1.564 -1.689 5.181 0.437
H -0.425 -2.835 4.738 0.454
H -0.545 -1.288 3.962 0.320
H -1.178 -1.466 8.078 0.342
C -2.369 0.427 -0.653 -0.787
C -1.077 -0.321 -0.976 3.008
C -0.277 0.432 -2.041 -0.223
C 0.302 1.759 -1.505 -1.396
C 1.260 1.323 -0.389 -0.313
C 0.598 0.555 0.756 3.050
N -0.258 -0.507 0.229 1.139
O -0.893 -1.263 1.223 -0.027
C 1.712 -0.079 1.611 -0.394
C -0.128 1.613 1.621 -1.840
C -1.307 -1.732 -1.540 -0.250
H -2.234 1.488 -0.435 -0.082
H -2.968 -0.024 0.139 0.503
H -3.034 0.476 -1.524 -1.033
H 0.563 -0.116 -2.468 -1.004
H -0.888 0.636 -2.927 0.522
H -0.416 2.494 -1.141 0.341
H 0.835 2.198 -2.350 0.663
H 1.735 2.237 -0.025 0.421
H 1.996 0.655 -0.844 -0.880
H 1.191 -0.657 2.377 -0.306
H 2.353 -0.755 1.044 -0.407
H 2.316 0.692 2.089 -0.288
H 0.561 2.214 2.217 0.348
H -0.748 2.239 0.985 0.413
H -0.745 1.097 2.364 -0.006
H -1.593 -2.496 -0.807 -0.422
H -0.347 -2.135 -1.878 -0.054
H -2.065 -1.834 -2.320 -0.435
H -0.517 -2.143 1.111 -0.034
C -2.700 2.667 -5.948 -1.882
C -3.473 3.642 -5.044 2.065
C -3.263 3.151 -3.620 -0.209
C -3.761 4.083 -2.517 -1.138
C -3.189 5.491 -2.692 -1.436
C -3.360 6.003 -4.128 1.868
N -2.931 4.995 -5.111 0.272
O -2.979 5.514 -6.437 -0.492
C -4.795 6.490 -4.313 -1.907
C -2.424 7.231 -4.282 -1.827
C -4.984 3.489 -5.412 -1.787
H -3.091 1.672 -5.741 0.246
H -1.632 2.721 -5.718 0.482
H -2.775 2.867 -7.017 0.405
H -3.814 2.230 -3.400 -0.389
H -2.195 2.934 -3.514 0.117
H -3.602 3.644 -1.531 0.445
H -4.851 4.099 -2.635 0.317
H -2.140 5.447 -2.386 0.438
H -3.710 6.040 -1.902 0.476
H -5.010 7.408 -3.768 0.425
H -4.969 6.718 -5.371 0.403
H -5.554 5.730 -4.130 0.369
H -2.252 7.630 -3.281 0.455
H -1.431 7.009 -4.678 0.397
H -2.831 7.996 -4.943 0.344
H -5.320 4.257 -6.109 0.329
H -5.608 3.487 -4.518 0.349
H -5.176 2.546 -5.927 0.418
H -2.034 5.619 -6.589 0.358
C -6.927 0.942 5.466 -1.827
C -6.335 2.343 5.411 1.983
C -5.337 2.584 6.563 -1.716
C -3.964 1.920 6.418 -0.501
C -3.365 2.302 5.096 -1.020
C -4.259 2.017 3.890 1.901
N -5.573 2.615 4.161 0.260
O -6.422 2.402 3.017 -0.494
C -3.584 2.727 2.705 -2.202
C -4.212 0.520 3.547 -1.389
C -7.432 3.413 5.427 -1.938
H -6.168 0.175 5.622 0.388
H -7.481 0.684 4.564 0.382
H -7.614 0.809 6.307 0.455
H -5.228 3.609 6.930 0.397
H -5.869 2.151 7.423 0.494
H -4.170 0.842 6.400 0.308
H -3.333 2.131 7.280 0.450
H -2.332 1.954 5.031 0.023
H -3.283 3.400 5.115 0.424
H -3.741 3.804 2.797 0.494
H -2.521 2.498 2.732 0.144
H -3.995 2.369 1.761 0.637
H -4.751 -0.081 4.287 0.162
H -4.687 0.198 2.619 0.484
H -3.184 0.157 3.593 0.137
H -8.333 3.020 4.956 0.367
H -7.161 4.318 4.885 0.385
H -7.617 3.716 6.459 0.453
H -6.535 3.318 2.738 0.357
C 5.328 1.615 -2.909 -1.282
C 4.993 0.616 -4.023 1.533
C 6.290 0.001 -4.573 -1.225
C 6.947 -0.914 -3.533 -0.494
C 5.994 -2.100 -3.292 -1.500
C 4.637 -1.586 -2.802 2.633
N 4.123 -0.473 -3.620 0.068
O 2.825 -0.097 -3.241 0.250
C 3.631 -2.758 -2.969 -2.450
C 4.712 -1.342 -1.291 -1.548
C 4.335 1.318 -5.232 -1.935
H 5.640 1.123 -1.988 -0.067
H 4.361 1.997 -2.539 0.230
H 5.819 2.542 -3.195 0.478
H 6.153 -0.651 -5.443 0.331
H 6.992 0.731 -4.981 0.472
H 7.078 -0.415 -2.569 0.111
H 7.949 -1.186 -3.866 0.456
H 6.382 -2.862 -2.614 0.467
H 5.936 -2.630 -4.249 0.376
H 3.414 -2.941 -4.027 0.446
H 4.182 -3.659 -2.693 0.517
H 2.655 -2.675 -2.490 0.023
H 5.537 -0.775 -0.850 0.318
H 3.821 -0.796 -0.963 -0.290
H 4.714 -2.303 -0.771 0.577
H 4.823 2.247 -5.523 0.429
H 3.288 1.541 -5.009 0.219
H 4.249 0.678 -6.112 0.409
H 2.273 -0.676 -3.785 0.148
```

Properties
energy relative to the best compared isomer or geometry (same formula, charge and spin) = 28.96 kcal/mol
gap between HOMO and LUMO = 0.3086 Ha
E_HOMO = -8.15 eV

---

Entry from the OMol25 dataset: a 3-piece molecular cluster, C30H22BrNO6P overall (wB97M-V/def2-TZVPD).

Geometry as XYZ:
```
61
Properties=species:S:1:pos:R:3:mulliken_charge:R:1
C 0.289 0.833 -3.162 -0.394
O -0.621 -0.235 -3.188 -0.312
C -0.772 -0.931 -4.440 -0.649
N 0.118 -1.998 -4.613 -0.058
P 1.368 -2.326 -5.487 -0.125
O 2.722 -2.220 -4.508 -0.445
Br 1.824 -0.280 -6.740 -0.522
H 0.787 0.979 -4.130 0.314
H 1.064 0.665 -2.401 0.150
H -0.237 1.760 -2.897 0.129
H -0.681 -0.188 -5.252 0.503
H -1.813 -1.280 -4.390 0.181
H 2.745 -1.372 -4.044 0.312
C -3.056 -3.815 3.901 -0.445
C -3.176 -2.528 3.385 -0.554
C -2.544 -2.192 2.201 -0.474
C -1.783 -3.139 1.525 -0.011
C -1.655 -4.423 2.046 0.512
C -2.297 -4.759 3.233 -0.693
C -0.818 -5.454 1.355 0.630
O -0.720 -6.574 1.817 -0.703
C -0.124 -5.046 0.106 0.463
C 0.690 -5.979 -0.524 -0.657
C 1.351 -5.642 -1.694 -0.666
C 1.195 -4.379 -2.246 -0.384
C 0.378 -3.441 -1.630 -0.350
C -0.275 -3.764 -0.445 -0.171
C -1.119 -2.739 0.233 0.348
O -1.273 -1.622 -0.203 -0.635
H -3.555 -4.077 4.825 0.379
H -3.767 -1.787 3.911 0.401
H -2.622 -1.201 1.772 0.582
H -2.182 -5.767 3.611 0.468
H 0.790 -6.960 -0.077 0.454
H 1.990 -6.369 -2.180 0.389
H 1.698 -4.097 -3.161 0.327
H 0.262 -2.467 -2.092 0.711
C 3.502 6.522 0.348 -0.490
C 3.476 6.823 1.705 -0.456
C 2.546 6.220 2.534 -0.582
C 1.633 5.313 2.008 0.150
C 1.655 5.019 0.645 0.147
C 2.593 5.623 -0.183 -0.527
C 0.668 4.071 0.041 0.471
O 0.671 3.817 -1.140 -0.632
C -0.330 3.442 0.959 0.371
C -1.247 2.545 0.423 -0.562
C -2.169 1.929 1.252 -0.513
C -2.178 2.205 2.615 -0.467
C -1.264 3.095 3.153 -0.710
C -0.334 3.716 2.328 0.364
C 0.649 4.664 2.930 0.582
O 0.659 4.897 4.120 -0.678
H 4.235 6.991 -0.297 0.396
H 4.185 7.530 2.116 0.390
H 2.509 6.433 3.594 0.465
H 2.589 5.370 -1.235 0.501
H -1.209 2.332 -0.637 0.475
H -2.876 1.224 0.834 0.403
H -2.898 1.717 3.260 0.430
H -1.247 3.320 4.211 0.466
```

Properties
gap between HOMO and LUMO = 0.1769 Ha
net charge = -1
E_HOMO = -4.19 eV

---

Entry from the OMol25 dataset: one molecule with the formula C4H12N4 (wB97M-V/def2-TZVPD).

Geometry as XYZ:
```
20
Properties=species:S:1:pos:R:3:mulliken_charge:R:1
C 1.832 -0.740 -0.773 -0.756
C 1.807 -0.429 1.683 -0.893
C -0.304 -0.217 0.477 0.445
C -2.338 0.361 -0.777 -1.205
H 2.034 -1.949 -0.681 0.255
H 1.221 -0.439 -1.801 0.230
H 2.844 -0.125 -0.719 0.281
H 2.799 0.092 1.552 0.324
H 1.174 0.100 2.440 0.309
H 1.938 -1.464 2.146 0.255
H -1.888 0.164 1.366 0.288
H -2.693 -0.536 -0.234 0.473
H -2.655 1.348 -0.261 0.347
H -2.762 0.295 -1.843 0.259
H -0.416 1.235 -2.366 0.209
H -0.433 2.227 -1.112 0.222
N 1.060 -0.355 0.414 0.184
N -1.043 -0.470 1.473 -0.773
N -0.856 0.281 -0.788 0.227
N -0.180 1.286 -1.406 -0.682
```

Properties
energy relative to the best compared isomer or geometry (same formula, charge and spin) = 66.41 kcal/mol
gap between HOMO and LUMO = 0.3450 Ha
E_HOMO = -8.55 eV

---

We obtain molecular weight values of 1287.00, 603.39, 116.17 g/mol for the records listed above, in that order.